Arrangement w

The following is a quantum chemistry calculation of a structure of composition C2H7NO, from OMol25.

The geometry in XYZ format:
```
11
Properties=species:S:1:pos:R:3:mulliken_charge:R:1
H -2.422 0.687 -0.651 0.25
H 1.678 -0.712 0.662 0.22
H -2.281 0.214 1.015 0.20
H 1.833 -0.213 -0.980 0.35
O 1.042 1.180 0.444 -0.53
C -1.815 0.112 0.044 -0.24
H 0.135 -0.968 -1.041 0.46
N -0.807 -0.637 -0.112 -0.53
H 1.565 1.799 -0.078 0.29
H -0.047 -1.180 0.864 0.43
C 1.119 -0.283 -0.166 -0.89
```

molar mass = 61.08 g mol⁻¹
E_HOMO = -6.981 eV

---

Arrangement x

The following is a quantum chemistry calculation of a cluster of 2 separate species, C2H7NO in total, from OMol25.

The geometry in XYZ format:
```
11
Properties=species:S:1:pos:R:3:mulliken_charge:R:1
O 0.953 1.479 2.054 -0.68
H 0.442 0.905 1.453 0.47
H 1.348 0.000 -1.307 0.27
H -1.784 -0.738 -1.258 0.23
H 1.413 -1.461 -0.359 0.27
C 0.730 -0.803 -0.910 -0.82
H -2.198 0.179 0.332 0.27
H 0.280 -1.397 -1.704 0.34
C -1.460 -0.262 -0.324 -0.28
N -0.245 -0.238 -0.002 -0.35
H 0.522 2.335 2.024 0.31
```

SMILES = C=NC.O
molar mass = 61.08 g mol⁻¹
E_HOMO = -10.280 eV

---

Arrangement y

The following is a quantum chemistry calculation of an isolated molecule of C2H7NO, from OMol25.

The geometry in XYZ format:
```
11
Properties=species:S:1:pos:R:3:mulliken_charge:R:1
H -2.204 -0.814 0.637 0.26
O 1.140 0.668 -1.081 -0.52
H -1.566 -0.157 -0.988 0.24
H 0.728 1.373 0.830 0.19
H 0.020 -1.710 -0.084 0.23
H -1.502 0.855 0.580 0.25
C -1.429 -0.176 0.173 -0.69
N -0.060 -0.729 0.325 -0.31
C 1.017 0.292 0.274 -0.29
H 2.005 0.411 -1.520 0.31
H 1.850 -0.013 0.854 0.33
```

SMILES = CNCO
molar mass = 61.08 g mol⁻¹
E_HOMO = -8.368 eV

---

Arrangement z

The following is a quantum chemistry calculation of a cluster of 2 separate species, C2H7NO in total, from OMol25.

The geometry in XYZ format:
```
11
Properties=species:S:1:pos:R:3:mulliken_charge:R:1
H 0.820 0.254 -1.801 0.28
H 3.167 0.555 -1.095 0.23
H -1.926 -0.469 1.903 0.15
N 1.035 0.305 -0.805 -0.08
H 2.707 0.505 0.571 0.30
H -3.202 -0.164 0.543 0.14
C -2.106 -0.437 0.787 -0.44
H -1.837 -1.430 0.384 0.17
H 0.301 -0.017 -0.203 0.22
C 2.330 0.530 -0.387 -0.11
O -1.289 0.367 0.104 -0.84
```

molar mass = 61.08 g mol⁻¹
E_HOMO = -6.554 eV

---

Which of them is most stable, and which least? Most stable: arrangement x; least stable: arrangement w.